1.
Entry from OMol25: C5H10O as an isolated structure (ωB97M-V with the def2-TZVPD basis set).

The geometry in ORCA input format:
```
! wB97M-V def2-TZVPD RIJCOSX def2/J DEFGRID3
* xyz 0 1
C -1.473 0.629 -0.318
C -0.619 -0.161 0.670
C -0.407 -1.642 0.323
O 0.937 -1.404 -0.110
C 0.924 -0.105 0.509
C 1.612 0.943 -0.336
H -1.754 1.607 0.086
H -2.400 0.090 -0.543
H -0.961 0.793 -1.271
H -0.963 0.016 1.695
H -1.030 -2.063 -0.476
H -0.439 -2.306 1.199
H 1.413 -0.162 1.494
H 2.659 0.655 -0.488
H 1.592 1.917 0.166
H 1.146 1.037 -1.320
*
```

Values from the calculation:
Kohn-Sham gap   10.7 eV
E_LUMO   1.131 eV
HOMO level   -9.54 eV

---

2.
Entry from OMol25: C31H31BrN4O2Rh as an isolated structure at a distorted geometry (ωB97M-V with the def2-TZVPD basis set).

The geometry in ORCA input format:
```
! wB97M-V def2-TZVPD RIJCOSX def2/J DEFGRID3
* xyz 1 1
Rh -0.103 -0.276 0.453
C 0.637 -2.251 -0.199
C 0.925 -1.357 -1.236
C -0.316 -1.206 -2.018
C -1.360 -1.802 -1.321
C -0.809 -2.431 -0.172
C -1.565 -3.350 0.734
C -2.805 -1.737 -1.696
C -0.440 -0.499 -3.308
C 2.270 -0.913 -1.712
C 1.614 -3.113 0.529
H -1.929 -2.849 1.633
H -0.948 -4.195 1.044
H -2.442 -3.744 0.223
H -3.026 -0.799 -2.204
H -3.443 -1.793 -0.814
H -3.089 -2.555 -2.363
H -0.739 0.534 -3.108
H -1.203 -0.965 -3.931
H 0.503 -0.480 -3.853
H 2.211 0.081 -2.154
H 2.666 -1.594 -2.470
H 2.989 -0.874 -0.894
H 1.367 -3.279 1.574
H 2.625 -2.714 0.468
H 1.618 -4.094 0.045
C -7.648 -2.036 3.390
O -6.997 -1.578 2.215
C -6.740 -0.252 2.115
C -6.182 0.168 0.905
C -5.854 1.491 0.704
C -6.090 2.427 1.715
C -6.710 2.018 2.885
C -7.016 0.682 3.108
N -5.860 3.835 1.600
N -4.876 4.327 1.033
C -3.789 3.506 0.570
C -3.369 3.659 -0.724
C -2.342 2.872 -1.267
C -1.700 1.922 -0.495
O -0.726 1.160 -0.935
C -2.092 1.805 0.869
N -1.398 0.882 1.616
C -1.605 0.849 2.916
C -2.508 1.700 3.568
C -3.254 2.577 2.834
C -3.086 2.628 1.433
H -7.773 -3.108 3.267
H -8.628 -1.568 3.504
H -7.043 -1.841 4.279
H -6.034 -0.569 0.126
H -5.442 1.796 -0.248
H -6.951 2.765 3.630
H -7.491 0.394 4.034
H -3.871 4.390 -1.345
H -2.033 3.014 -2.294
H -1.059 0.118 3.492
H -2.597 1.643 4.643
H -3.949 3.251 3.315
Br 4.136 1.165 3.924
C 2.676 0.020 3.642
C 2.230 -0.834 4.636
C 1.146 -1.650 4.358
C 0.543 -1.575 3.118
N 0.981 -0.750 2.158
C 2.029 0.038 2.417
H 2.720 -0.858 5.599
H 0.764 -2.340 5.097
H -0.308 -2.193 2.869
H 2.360 0.692 1.621
*
```

Values from the calculation:
Kohn-Sham gap (spin up / spin down)   5.9 / 5.6 eV
E_LUMO (spin up / spin down)   -3.852 / -4.110 eV
HOMO level (spin up / spin down)   -9.71 / -9.70 eV

---

3.
Entry from OMol25: a 4-piece molecular cluster, H8O4 overall at a distorted geometry (ωB97M-V with the def2-TZVPD basis set).

The geometry in ORCA input format:
```
! wB97M-V def2-TZVPD RIJCOSX def2/J DEFGRID3
* xyz 0 1
O -0.455 -0.826 -0.223
H 0.258 -1.338 0.189
H -0.309 -0.968 -1.135
O -1.098 1.537 1.122
H -1.997 1.705 1.258
H -1.103 0.741 0.537
O 0.141 1.703 -2.368
H -0.680 1.356 -2.676
H 0.333 1.203 -1.601
O 1.397 -1.900 1.352
H 2.017 -1.168 1.242
H 1.500 -2.039 2.306
*
```

Values from the calculation:
Kohn-Sham gap   11.2 eV
E_LUMO   0.378 eV
HOMO level   -10.82 eV

---

4.
Entry from OMol25: C54H44IN6PPdS as an isolated structure at a distorted geometry (ωB97M-V with the def2-TZVPD basis set).

The geometry in ORCA input format:
```
! wB97M-V def2-TZVPD RIJCOSX def2/J DEFGRID3
* xyz 0 1
Pd 0.910 0.414 -0.445
C -4.144 -1.961 1.109
N -2.787 -2.072 0.609
C -1.772 -1.180 0.783
N -0.680 -1.569 0.179
C -0.957 -2.772 -0.406
C -2.273 -3.096 -0.161
C -3.079 -4.240 -0.618
C -3.738 -5.077 0.280
C -4.466 -6.166 -0.176
C -4.539 -6.432 -1.536
C -3.880 -5.606 -2.437
C -3.156 -4.516 -1.981
C 0.030 -3.598 -1.129
C 0.169 -4.940 -0.776
C 1.049 -5.763 -1.460
C 1.802 -5.250 -2.508
C 1.671 -3.914 -2.861
C 0.789 -3.090 -2.177
P -1.789 0.285 1.856
C -0.081 0.134 2.500
N 1.087 0.390 1.914
C 2.058 0.062 2.832
C 1.472 -0.459 3.953
N 0.115 -0.402 3.731
C -0.916 -0.748 4.696
C 2.074 -0.966 5.196
C 1.784 -2.243 5.670
C 2.374 -2.711 6.834
C 3.267 -1.910 7.531
C 3.568 -0.639 7.060
C 2.973 -0.168 5.901
C 3.486 0.335 2.610
C 3.853 1.571 2.089
C 5.189 1.881 1.896
C 6.168 0.953 2.221
C 5.805 -0.284 2.737
C 4.468 -0.591 2.934
C -1.544 1.666 0.708
N -0.404 2.002 0.143
C -0.644 3.106 -0.639
C -1.967 3.435 -0.537
N -2.528 2.513 0.328
C -3.923 2.466 0.733
C -2.763 4.498 -1.177
C -3.726 4.176 -2.131
C -4.453 5.177 -2.756
C -4.221 6.507 -2.434
C -3.262 6.834 -1.486
C -2.536 5.833 -0.858
C 0.416 3.691 -1.474
C 1.743 3.583 -1.069
C 2.768 4.060 -1.870
C 2.476 4.655 -3.089
C 1.154 4.765 -3.501
C 0.130 4.285 -2.700
H -4.387 -0.912 1.258
H -4.829 -2.387 0.379
H -4.264 -2.489 2.056
H -3.662 -4.890 1.344
H -4.966 -6.815 0.531
H -5.104 -7.283 -1.894
H -3.929 -5.811 -3.498
H -2.632 -3.873 -2.678
H -0.415 -5.338 0.047
H 1.153 -6.800 -1.170
H 2.493 -5.890 -3.042
H 2.257 -3.501 -3.671
H 0.686 -2.051 -2.460
H -0.482 -0.737 5.692
H -1.720 -0.017 4.645
H -1.320 -1.741 4.498
H 1.111 -2.882 5.109
H 2.144 -3.707 7.191
H 3.732 -2.277 8.437
H 4.267 -0.012 7.598
H 3.208 0.820 5.526
H 3.081 2.284 1.829
H 5.463 2.839 1.475
H 7.212 1.190 2.062
H 6.566 -1.014 2.978
H 4.186 -1.566 3.313
H -4.368 3.443 0.569
H -4.470 1.727 0.147
H -3.987 2.212 1.789
H -3.880 3.137 -2.399
H -5.191 4.920 -3.504
H -4.783 7.289 -2.927
H -3.077 7.871 -1.236
H -1.778 6.080 -0.125
H 1.972 3.119 -0.118
H 3.794 3.943 -1.548
H 3.274 5.020 -3.722
H 0.921 5.204 -4.462
H -0.892 4.341 -3.052
S -0.203 0.456 -2.315
C 0.668 0.689 -3.839
C -0.040 0.395 -5.007
C 0.551 0.556 -6.250
C 1.861 1.007 -6.350
C 2.558 1.312 -5.190
C 1.968 1.165 -3.943
H -1.059 0.032 -4.939
H -0.014 0.318 -7.143
H 2.329 1.119 -7.320
H 3.579 1.669 -5.247
H 2.515 1.421 -3.049
I 3.284 -0.501 -1.018
*
```

Values from the calculation:
Kohn-Sham gap   6.7 eV
E_LUMO   0.048 eV
HOMO level   -6.61 eV

---

5.
Entry from OMol25: C42H54CaN9O as an isolated structure (ωB97M-V with the def2-TZVPD basis set).

The geometry in ORCA input format:
```
! wB97M-V def2-TZVPD RIJCOSX def2/J DEFGRID3
* xyz 1 1
Ca 0.041 -0.855 -0.709
C 2.253 0.157 6.072
C 2.994 -1.055 5.580
C 4.080 -1.571 6.280
C 4.780 -2.674 5.817
C 4.389 -3.299 4.641
C 3.295 -2.819 3.941
C 2.612 -1.697 4.401
N 1.490 -1.195 3.678
C 1.454 -0.957 2.333
N 2.682 -0.810 1.756
C 3.150 -1.243 0.477
C 2.334 -1.934 -0.424
C 2.979 -2.376 -1.589
C 4.319 -2.141 -1.862
C 5.071 -1.424 -0.943
C 4.508 -0.966 0.241
C 5.350 -0.220 1.241
N 0.337 -0.803 1.679
C -0.863 -0.941 2.443
C -1.581 -2.133 2.405
C -2.729 -2.287 3.168
C -3.164 -1.250 3.977
C -2.458 -0.056 4.001
C -1.310 0.126 3.237
C -0.549 1.421 3.272
H 2.717 0.552 6.973
H 1.211 -0.072 6.310
H 2.244 0.945 5.317
H 4.387 -1.088 7.200
H 5.627 -3.048 6.375
H 4.922 -4.167 4.277
H 2.964 -3.306 3.031
H 0.604 -1.151 4.159
H 3.420 -0.756 2.440
H 2.404 -2.942 -2.323
H 4.779 -2.510 -2.770
H 6.119 -1.225 -1.134
H 6.345 -0.033 0.842
H 5.481 -0.791 2.168
H 4.909 0.742 1.512
H -1.212 -2.937 1.782
H -3.272 -3.224 3.141
H -4.052 -1.365 4.585
H -2.804 0.761 4.625
H -1.125 2.194 3.776
H -0.317 1.763 2.262
H 0.404 1.314 3.797
C -4.968 -1.202 -3.937
N -4.023 -0.326 -3.261
C -4.617 0.910 -2.786
C -2.760 -0.759 -2.945
N -2.087 -0.475 -1.869
C -2.719 0.149 -0.766
C -3.788 -0.457 -0.158
C -4.486 0.167 0.890
C -4.100 1.404 1.311
C -2.953 2.032 0.766
C -2.567 3.303 1.254
C -1.426 3.897 0.803
C -0.625 3.240 -0.146
C -0.991 2.037 -0.707
N -0.101 1.414 -1.621
C 0.403 2.154 -2.577
N -0.245 3.223 -3.143
C 0.437 4.477 -3.403
C -1.689 3.259 -3.215
N 1.625 1.867 -3.094
C 2.495 0.927 -2.417
C 1.929 2.063 -4.505
C -2.198 1.390 -0.256
N -2.176 -1.563 -3.897
C -2.285 -1.210 -5.308
C -0.945 -2.241 -3.563
H -5.847 -1.339 -3.302
H -4.520 -2.173 -4.125
H -5.301 -0.775 -4.887
H -5.080 1.421 -3.633
H -3.875 1.568 -2.348
H -5.385 0.721 -2.031
H -4.114 -1.421 -0.530
H -5.333 -0.330 1.343
H -4.641 1.916 2.097
H -3.182 3.777 2.008
H -1.112 4.856 1.194
H 0.314 3.686 -0.451
H 1.497 4.381 -3.182
H 0.020 5.263 -2.765
H 0.322 4.787 -4.445
H -2.067 2.240 -3.177
H -1.981 3.699 -4.171
H -2.142 3.842 -2.407
H 2.447 1.054 -1.337
H 3.523 1.100 -2.733
H 2.253 -0.111 -2.670
H 1.084 2.512 -5.018
H 2.145 1.097 -4.969
H 2.804 2.703 -4.631
H -3.057 -0.463 -5.459
H -2.520 -2.088 -5.910
H -1.336 -0.795 -5.663
H -1.022 -2.741 -2.603
H -0.083 -1.553 -3.554
H -0.741 -2.994 -4.324
O -0.091 -3.150 -0.492
H 0.912 -2.931 -0.299
H -0.247 -4.095 -0.437
*
```

Values from the calculation:
Kohn-Sham gap   8.1 eV
E_LUMO   -1.784 eV
HOMO level   -9.91 eV

---

6.
Entry from OMol25: C4H6O2 as an isolated structure (ωB97M-V with the def2-TZVPD basis set).

The geometry in ORCA input format:
```
! wB97M-V def2-TZVPD RIJCOSX def2/J DEFGRID3
* xyz 0 1
O 0.081 1.601 1.098
C -0.133 0.596 0.208
C 0.943 -0.010 -0.699
C 0.289 -1.384 -0.352
O 0.536 -2.503 -0.745
C -0.668 -0.740 0.507
H -0.253 1.301 1.956
H -0.902 1.318 -0.696
H 1.927 0.156 -0.255
H 0.946 0.293 -1.751
H -1.258 0.464 -0.412
H -1.492 -1.044 1.143
*
```

Values from the calculation:
Kohn-Sham gap   8.8 eV
E_LUMO   0.291 eV
HOMO level   -8.56 eV

---

7.
Entry from OMol25: C71H61ClF5N10OPSY as an isolated structure at a distorted geometry (ωB97M-V with the def2-TZVPD basis set).

The geometry in ORCA input format:
```
! wB97M-V def2-TZVPD RIJCOSX def2/J DEFGRID3
* xyz 1 1
Y -0.145 0.688 0.229
C 1.881 6.158 1.376
N 1.376 5.143 0.458
C 1.434 3.799 0.624
N 0.894 3.170 -0.412
C 0.495 4.151 -1.293
C 0.775 5.385 -0.759
C 0.577 6.736 -1.320
C -0.157 7.700 -0.632
C -0.349 8.959 -1.184
C 0.183 9.259 -2.431
C 0.909 8.299 -3.125
C 1.107 7.043 -2.572
C 0.001 3.852 -2.648
C 0.675 2.897 -3.404
C 0.223 2.556 -4.670
C -0.901 3.183 -5.192
C -1.558 4.156 -4.451
C -1.110 4.492 -3.183
P 2.341 2.972 1.967
C 0.906 2.266 2.820
N -0.259 2.000 2.238
C -1.123 1.592 3.221
C -0.473 1.628 4.424
N 0.806 2.065 4.149
C 1.853 2.253 5.149
C -0.930 1.240 5.772
C -1.890 1.995 6.439
C -2.336 1.596 7.691
C -1.826 0.446 8.278
C -0.872 -0.314 7.611
C -0.427 0.078 6.357
C -2.484 1.162 2.861
C -3.062 0.037 3.445
C -4.319 -0.383 3.033
C -5.001 0.311 2.041
C -4.428 1.432 1.458
C -3.173 1.859 1.869
C 3.003 1.632 0.916
N 2.319 0.774 0.171
C 3.182 0.275 -0.770
C 4.438 0.782 -0.541
N 4.304 1.643 0.525
C 5.390 2.450 1.080
C 5.702 0.565 -1.269
C 6.832 0.070 -0.619
C 8.004 -0.154 -1.328
C 8.052 0.108 -2.691
C 6.928 0.598 -3.344
C 5.758 0.828 -2.637
C 2.726 -0.576 -1.881
C 1.603 -0.189 -2.610
C 1.180 -0.920 -3.711
C 1.891 -2.046 -4.099
C 3.015 -2.438 -3.382
C 3.433 -1.710 -2.278
H 2.710 5.746 1.942
H 1.103 6.484 2.062
H 2.227 7.012 0.802
H -0.597 7.460 0.330
H -0.924 9.702 -0.645
H 0.028 10.239 -2.864
H 1.322 8.530 -4.099
H 1.666 6.288 -3.114
H 1.562 2.427 -2.992
H 0.749 1.805 -5.249
H -1.265 2.910 -6.175
H -2.439 4.640 -4.855
H -1.648 5.226 -2.593
H 1.588 3.073 5.813
H 2.785 2.478 4.645
H 1.970 1.342 5.726
H -2.290 2.888 5.972
H -3.085 2.183 8.209
H -2.176 0.137 9.256
H -0.484 -1.217 8.064
H 0.291 -0.527 5.811
H -2.516 -0.518 4.199
H -4.766 -1.261 3.483
H -5.977 -0.031 1.716
H -4.947 1.970 0.674
H -2.723 2.730 1.410
H 5.936 1.889 1.835
H 4.985 3.348 1.530
H 6.066 2.722 0.277
H 6.789 -0.160 0.440
H 8.877 -0.543 -0.817
H 8.965 -0.072 -3.245
H 6.964 0.804 -4.408
H 4.878 1.209 -3.144
H 1.086 0.744 -2.385
H 0.310 -0.597 -4.269
H 1.572 -2.617 -4.963
H 3.566 -3.322 -3.680
H 4.307 -2.021 -1.718
N -2.497 1.916 -1.975
C -1.564 1.485 -1.435
C -2.941 -6.874 1.476
C -3.646 -6.392 0.203
C -3.273 -7.354 -0.930
C -5.162 -6.486 0.433
C -3.239 -4.927 -0.186
O -4.062 -4.440 -1.236
C -1.742 -4.774 -0.542
C -1.372 -4.754 -2.027
C -1.853 -3.534 -2.785
C -1.779 -2.261 -2.226
C -2.212 -1.142 -2.918
C -2.705 -1.294 -4.205
Cl -3.234 0.111 -5.084
C -2.783 -2.543 -4.793
C -2.360 -3.655 -4.074
C -3.553 -3.979 0.970
N -3.229 -2.609 0.614
C -2.118 -1.957 0.916
N -2.096 -0.792 0.278
C -3.310 -0.771 -0.365
N -4.020 -1.854 -0.191
H -3.228 -7.910 1.672
H -3.233 -6.297 2.357
H -1.851 -6.854 1.396
H -3.612 -8.360 -0.674
H -2.194 -7.405 -1.091
H -3.754 -7.095 -1.879
H -5.459 -7.537 0.477
H -5.724 -6.005 -0.365
H -5.462 -6.036 1.383
H -3.917 -4.961 -2.033
H -1.167 -5.558 -0.046
H -1.364 -3.838 -0.119
H -1.713 -5.655 -2.540
H -0.279 -4.782 -2.079
H -1.390 -2.133 -1.220
H -2.182 -0.156 -2.470
H -3.177 -2.644 -5.796
H -2.427 -4.636 -4.535
H -2.947 -4.225 1.840
H -4.604 -4.022 1.239
H -1.348 -2.338 1.572
H -3.632 0.054 -0.982
F 3.404 -5.424 -0.079
C 2.794 -4.389 0.487
C 1.859 -3.658 -0.220
F 1.531 -4.002 -1.463
C 1.269 -2.575 0.394
F 0.382 -1.865 -0.340
C 1.491 -2.196 1.706
S 0.585 -0.898 2.460
C 2.440 -2.956 2.380
F 2.744 -2.668 3.644
C 3.088 -4.026 1.790
F 3.991 -4.722 2.472
*
```

Values from the calculation:
Kohn-Sham gap   7.9 eV
E_LUMO   -2.109 eV
HOMO level   -10.00 eV

---

8.
Entry from OMol25: a 2-piece molecular cluster, C4H8O2 overall (ωB97M-V with the def2-TZVPD basis set).

The geometry in ORCA input format:
```
! wB97M-V def2-TZVPD RIJCOSX def2/J DEFGRID3
* xyz 0 1
C -1.384 0.195 -0.410
C -0.619 -0.904 0.234
C 0.890 -0.829 0.041
O 1.562 -0.145 -0.981
C 0.220 -0.078 1.098
O 0.444 1.901 0.430
H -2.343 0.368 0.083
H -0.370 1.572 -0.119
H -1.450 0.157 -1.503
H -1.053 -1.852 0.550
H 1.437 -1.711 0.380
H 1.120 -0.327 -1.818
H 0.359 -0.016 2.177
H 1.187 1.670 -0.163
*
```

Values from the calculation:
Kohn-Sham gap (spin up / spin down)   6.9 / 7.8 eV
E_LUMO (spin up / spin down)   -0.388 / -0.019 eV
HOMO level (spin up / spin down)   -7.32 / -7.86 eV

---

Number 1: M 86.13 g/mol. Number 2: M 674.43 g/mol. Number 3: M 72.06 g/mol. Number 4: M 1073.35 g/mol. Number 5: M 741.03 g/mol. Number 6: M 86.09 g/mol. Number 7: M 1352.73 g/mol. Number 8: M 88.11 g/mol.